Entry 1:
The following is a quantum chemistry calculation of C3H7N2O2S as an isolated structure, from the Open Molecules 2025 dataset.

XYZ file:
```
15
Properties=species:S:1:pos:R:3:forces:R:3:lowdin_spin:R:1
C -1.369827 0.163046 0.241787 -0.1 -0.5 -1.9 0.10
C -0.104186 1.146957 -1.630136 1.5 0.1 -0.7 0.06
C -0.471420 -0.026167 -0.880033 -1.0 -0.5 1.6 0.37
N 1.611409 -0.940549 1.355694 -2.7 0.4 2.4 0.32
N 1.275005 0.388245 1.354952 0.3 0.5 0.7 0.65
O -2.041472 1.162267 0.405107 -0.5 1.0 0.9 0.12
O -1.511036 -0.941831 0.946363 -0.7 -0.5 2.0 0.01
S 0.160036 -1.580730 -0.989595 0.8 -1.0 -2.4 0.29
H -0.368408 0.910914 -2.662240 1.3 0.2 -0.6 0.01
H -0.727766 1.978975 -1.458367 -0.9 0.9 0.9 0.00
H 0.947574 1.441163 -1.293041 -0.9 -0.3 -1.3 0.02
H 0.767436 -1.592410 1.527594 2.3 1.2 -0.6 0.01
H 2.280374 -1.213790 0.642792 -0.7 0.3 0.0 0.01
H 0.404213 0.676681 1.946246 1.8 -1.8 -1.1 0.01
H -0.851938 -1.572773 0.492876 -0.6 -0.1 0.1 0.00
```
Positions in Å, forces in eV/Å.

Properties
Kohn-Sham gap (spin up / spin down): 5.53 / 7.65 eV
Energy: -776.627496 Eh
ΔE to the lowest compared entry with this formula, charge and spin: 0.000 eV
E_LUMO (spin up / spin down): 3.582 / 3.525 eV
Multiplicity: 3
Net charge: -1
<S²>: 2.009

=====

Entry 2:
The following is a quantum chemistry calculation of C3H7N2O3S as an isolated structure, from the Open Molecules 2025 dataset.

XYZ file:
```
16
Properties=species:S:1:pos:R:3:forces:R:3:mulliken_charge:R:1
C 0.921013 -0.627029 -0.977615 -0.3 0.5 -3.6 -1.29
C 0.565663 -0.624078 1.513920 1.1 -0.3 2.0 -1.20
C 0.059056 -0.338177 0.164084 -0.5 2.4 -0.4 1.01
N 0.582945 2.017822 -0.742007 -0.2 -1.9 0.4 -0.48
N -0.053392 1.567696 0.195786 2.0 -0.8 -0.6 -0.19
O -2.045782 -1.227248 -1.227430 0.2 -0.1 0.1 -0.68
O -1.992635 1.119295 -0.516960 -0.8 -2.8 0.7 -0.62
O -2.254759 -0.764618 1.169115 -0.3 0.5 -0.3 -0.69
S -1.737608 -0.325612 -0.124601 -0.6 1.2 -0.5 1.11
H 1.655156 -1.477693 -1.029187 -1.1 0.4 0.6 0.36
H 1.559544 0.299898 -1.223968 -0.9 -0.9 0.4 0.33
H 0.148803 -0.686400 -1.872101 2.0 -0.2 1.3 0.29
H 0.660911 0.429923 1.894149 0.4 -1.2 0.6 0.29
H 1.587065 -1.140210 1.424890 -1.3 0.9 0.3 0.26
H -0.064592 -1.203444 2.267607 0.5 0.7 -1.4 0.26
H 0.408606 2.979876 -0.915681 -0.2 1.6 0.4 0.21
```
Positions in Å, forces in eV/Å.

Properties
Kohn-Sham gap: 8.29 eV
Energy: -851.871458 Eh
ΔE to the lowest compared entry with this formula, charge and spin: 1.671 eV
E_LUMO: 3.948 eV
Multiplicity: 1
Net charge: -1

=====

Entry 3:
The following is a quantum chemistry calculation of a 2-piece molecular cluster, C3H7N2OS overall, from the Open Molecules 2025 dataset.

XYZ file:
```
14
Properties=species:S:1:pos:R:3:forces:R:3:mulliken_charge:R:1
C -0.138674 0.514818 1.528033 0.3 1.4 0.9 -0.58
C -1.263415 0.609570 0.338280 -1.8 2.3 1.0 -0.62
S -2.979413 0.776264 0.950359 1.2 -0.3 -0.1 -0.49
N 1.106340 0.581850 0.810456 -2.2 -0.8 -0.3 -0.33
C 1.116297 -0.643578 0.279481 4.0 -1.1 6.1 0.40
N 0.691817 -0.707074 -2.272154 -0.5 -4.1 3.2 -0.68
O 1.490401 -1.627176 0.960175 -1.0 0.4 -2.6 -0.55
H -0.274210 -0.359459 2.174385 0.2 -0.6 -0.7 0.29
H -0.209852 1.360805 2.262161 -0.3 -0.2 -1.3 0.31
H -1.208874 -0.071300 -0.502375 0.7 -0.8 0.4 0.32
H -0.966834 1.594360 -0.031813 -0.2 -0.1 -0.4 0.25
H 1.005722 -0.733360 -0.859498 -0.9 0.2 -4.2 0.49
H 1.034825 -1.394113 -2.905162 0.7 -0.7 -0.2 0.07
H 0.595865 0.098392 -2.732327 -0.1 4.4 -1.8 0.11
```
Positions in Å, forces in eV/Å.

Properties
Kohn-Sham gap: 4.31 eV
Energy: -701.255649 Eh
ΔE to the lowest compared entry with this formula, charge and spin: 7.362 eV
E_LUMO: 0.860 eV
Multiplicity: 1
Net charge: -1

=====

Repeat the third record exactly.
The following is a quantum chemistry calculation of a 2-piece molecular cluster, C3H7N2OS overall, from the Open Molecules 2025 dataset.

XYZ file:
```
14
Properties=species:S:1:pos:R:3:forces:R:3:mulliken_charge:R:1
C -0.138674 0.514818 1.528033 0.3 1.4 0.9 -0.58
C -1.263415 0.609570 0.338280 -1.8 2.3 1.0 -0.62
S -2.979413 0.776264 0.950359 1.2 -0.3 -0.1 -0.49
N 1.106340 0.581850 0.810456 -2.2 -0.8 -0.3 -0.33
C 1.116297 -0.643578 0.279481 4.0 -1.1 6.1 0.40
N 0.691817 -0.707074 -2.272154 -0.5 -4.1 3.2 -0.68
O 1.490401 -1.627176 0.960175 -1.0 0.4 -2.6 -0.55
H -0.274210 -0.359459 2.174385 0.2 -0.6 -0.7 0.29
H -0.209852 1.360805 2.262161 -0.3 -0.2 -1.3 0.31
H -1.208874 -0.071300 -0.502375 0.7 -0.8 0.4 0.32
H -0.966834 1.594360 -0.031813 -0.2 -0.1 -0.4 0.25
H 1.005722 -0.733360 -0.859498 -0.9 0.2 -4.2 0.49
H 1.034825 -1.394113 -2.905162 0.7 -0.7 -0.2 0.07
H 0.595865 0.098392 -2.732327 -0.1 4.4 -1.8 0.11
```
Positions in Å, forces in eV/Å.

Properties
Kohn-Sham gap: 4.31 eV
Energy: -701.255649 Eh
ΔE to the lowest compared entry with this formula, charge and spin: 7.362 eV
E_LUMO: 0.860 eV
Multiplicity: 1
Net charge: -1

=====

What is the formula in the third record?
C3H7N2OS